The following is a quantum chemistry calculation of 2 unconnected molecules or ions with the total composition F3NO2S, from the OMol25 dataset.

Geometry as XYZ:
```
7
Properties=species:S:1:pos:R:3:lowdin_charge:R:1
N 0.86484 1.19207 -0.20408 -0.110
O 1.87247 -0.98715 -0.77934 -0.358
O -2.15010 -1.04411 -0.02489 0.038
F 0.00908 2.12501 0.36033 -0.072
F -3.04702 -0.23496 -0.63153 -0.073
F 1.49097 -0.68080 1.49929 -0.271
S 0.87021 -0.44734 0.04516 0.845
```

M	135.07	g/mol
F_max	3.2	eV/A
energy above the lowest of the compared OMol25 structures with the same formula, charge and spin	0.0	kJ/mol
E_HOMO (alpha / beta)	-0.409 / -0.407	hartree
spin multiplicity	3
electronic energy	-24562.3692	eV